The following is a DFT calculation (ωB97M-V/def2-TZVPD) of an isolated molecule of C2H5OP at a distorted geometry.

```
9
Properties=species:S:1:pos:R:3:forces:R:3
C -0.661 -0.775 1.262 0.08 -1.69 -0.41
C -0.454 0.252 0.508 0.62 3.66 -0.02
O 0.757 0.399 -0.208 -0.58 -0.72 -0.81
P 0.426 -0.088 -2.195 0.70 -0.14 -0.12
H -0.236 -1.763 1.140 0.55 0.29 0.19
H -1.417 -0.649 1.966 -1.45 -0.17 0.91
H -1.066 1.211 0.607 1.04 -1.39 -0.33
H 0.812 1.202 -0.794 -0.45 0.36 0.75
H 1.840 0.209 -2.286 -0.52 -0.22 -0.16
```
Positions in Å, forces in eV/Å.

The energy relative to the best compared isomer or geometry (same formula, charge and spin) comes out at 90.6 kcal per mole. The value obtained for the HOMO-LUMO gap is 7.49 eV.

The following is a DFT calculation (ωB97M-V/def2-TZVPD) of a cluster of 2 separate species, C2H5OPS in total at a distorted geometry.

```
10
Properties=species:S:1:pos:R:3:forces:R:3
C -0.010 -0.751 -0.284 -0.52 -3.17 1.11
C -0.510 0.460 0.297 -1.78 2.69 1.16
O 3.793 -0.171 0.748 1.27 -1.26 2.12
P 3.146 0.487 -0.347 -1.58 1.10 -2.13
S -2.483 0.382 0.416 0.61 -0.39 -2.40
H 0.102 -1.720 0.389 0.06 2.24 -1.36
H -0.574 -0.988 -1.205 0.99 0.07 0.09
H -0.382 1.340 -0.417 0.04 -0.94 1.30
H -0.370 0.751 1.418 0.54 -0.63 -2.20
H -2.711 0.210 -1.016 0.37 0.29 2.31
```
Positions in Å, forces in eV/Å.

The energy relative to the best compared isomer or geometry (same formula, charge and spin) comes out at 85.3 kcal per mole. The value obtained for the HOMO-LUMO gap (alpha / beta) is 7.58 / 6.40 eV.

The following is a DFT calculation (ωB97M-V/def2-TZVPD) of a structure of composition C2H5OPS at a distorted geometry.

```
10
Properties=species:S:1:pos:R:3:forces:R:3
C 0.853 0.285 0.209 1.01 -0.09 1.90
C -1.007 -0.199 -1.822 -2.69 2.46 2.36
O 1.673 0.633 -0.578 -0.07 0.24 0.38
P 1.297 0.261 2.486 -0.40 1.03 -1.29
S -0.673 -0.385 -0.045 -1.46 -0.88 0.61
H -0.227 -0.570 -2.326 2.56 -1.94 -2.18
H -0.885 0.913 -1.892 -0.97 -0.92 -0.66
H -2.032 -0.661 -2.021 1.58 0.95 0.09
H 0.904 -1.028 2.813 -0.13 -0.75 -0.26
H 0.098 0.753 3.176 0.57 -0.10 -0.94
```
Positions in Å, forces in eV/Å.

The energy relative to the best compared isomer or geometry (same formula, charge and spin) comes out at 41.3 kcal per mole. The value obtained for the HOMO-LUMO gap is 9.32 eV.

The following is a DFT calculation (ωB97M-V/def2-TZVPD) of an isolated molecule of C2H5OPS at a distorted geometry.

```
10
Properties=species:S:1:pos:R:3:forces:R:3
C 1.423 1.750 0.586 3.52 -2.22 -2.30
C -1.051 0.063 -0.519 3.26 2.70 -0.15
O 0.624 2.391 1.187 -3.74 2.71 2.49
P 1.054 0.723 -0.906 -2.70 -1.05 0.29
S 1.759 -1.115 -0.103 -0.88 -0.51 0.09
H 2.504 1.804 0.745 0.06 0.02 -0.02
H -1.768 0.678 -1.005 -0.32 0.72 -0.35
H -1.092 0.104 0.534 -0.24 -0.09 1.11
H -1.017 -0.876 -0.923 0.06 -2.40 -0.84
H 2.980 -0.958 -0.538 0.98 0.11 -0.33
```
Positions in Å, forces in eV/Å.

As for the multiplicity: 3. The expectation value of S² is 2.012. The energy relative to the best compared isomer or geometry (same formula, charge and spin) comes out at 30.4 kcal per mole. The value obtained for the HOMO-LUMO gap (alpha / beta) is 6.68 / 7.02 eV.

The following is a DFT calculation (ωB97M-V/def2-TZVPD) of a cluster of 2 separate species, C2H5OS in total.

```
9
Properties=species:S:1:pos:R:3:forces:R:3
S -0.569 -1.202 -2.338 -0.54 -0.46 -0.58
H -1.748 -1.853 -2.486 0.27 0.11 -0.07
O 0.666 1.976 1.736 0.45 -0.35 -0.09
C 0.365 0.835 1.457 -0.67 0.67 -0.25
C 0.444 0.136 0.141 -0.44 -0.18 0.35
H -0.259 0.269 2.175 0.23 -0.10 0.44
H 1.414 -0.126 -0.294 -0.15 0.09 0.37
H -0.210 -0.737 0.223 0.66 -0.17 -0.13
H -0.102 0.702 -0.614 0.20 0.39 -0.04
```
Positions in Å, forces in eV/Å.

Its net charge is -1. The energy relative to the best compared isomer or geometry (same formula, charge and spin) comes out at 12.5 kcal per mole. The value obtained for the HOMO-LUMO gap is 6.49 eV.

The following is a DFT calculation (ωB97M-V/def2-TZVPD) of a cluster of 3 separate species, C2H5P in total at a distorted geometry.

```
8
Properties=species:S:1:pos:R:3:forces:R:3
C -0.284 -0.407 -0.205 0.17 3.05 -1.98
C -1.167 0.274 -1.201 0.66 -0.59 -0.37
P 0.528 0.960 -0.710 -1.08 -1.36 0.51
H 2.329 0.097 2.983 0.42 -0.42 -3.59
H -0.402 -1.374 0.117 0.27 -1.89 1.33
H -1.335 -0.250 -2.139 0.49 0.05 -0.29
H -2.101 0.707 -0.939 -0.50 0.74 0.82
H 2.433 -0.007 2.094 -0.43 0.42 3.59
```
Positions in Å, forces in eV/Å.

The energy relative to the best compared isomer or geometry (same formula, charge and spin) comes out at 59.6 kcal per mole. The value obtained for the HOMO-LUMO gap is 9.17 eV.

The following is a DFT calculation (ωB97M-V/def2-TZVPD) of an isolated molecule of C2H5P at a distorted geometry.

```
8
Properties=species:S:1:pos:R:3:forces:R:3
C -0.170 0.786 -0.313 0.33 0.04 0.09
C 0.147 -0.346 0.946 1.17 2.07 -0.63
P 0.829 -0.707 -0.716 -2.12 -2.39 -0.85
H -1.164 0.935 -0.718 -0.48 -0.73 0.17
H 0.350 1.685 -0.601 0.63 0.48 1.38
H 1.058 -0.076 1.610 -2.34 -0.09 -0.41
H -0.837 -0.788 1.243 1.56 0.13 0.26
H -0.214 -1.488 -1.451 1.26 0.49 -0.01
```
Positions in Å, forces in eV/Å.

As for the multiplicity: 3. The expectation value of S² is 2.006. The energy relative to the best compared isomer or geometry (same formula, charge and spin) comes out at 59.7 kcal per mole. The value obtained for the HOMO-LUMO gap (alpha / beta) is 5.31 / 7.03 eV.

The following is a DFT calculation (ωB97M-V/def2-TZVPD) of a structure of composition C2H5PSi at a distorted geometry.

```
9
Properties=species:S:1:pos:R:3:forces:R:3
C -0.264 -0.188 0.766 0.28 0.59 -0.02
C -0.349 -0.152 -0.760 1.57 -0.17 -0.03
Si 1.077 0.877 0.022 -3.86 0.72 -0.52
P -1.788 0.596 -0.022 -1.05 -1.91 1.48
H -0.250 -1.181 1.246 -0.11 0.96 0.14
H -0.239 -1.092 -1.273 -0.21 0.06 -0.47
H 0.898 2.394 -0.221 0.30 -1.15 0.54
H 2.337 0.331 -0.032 2.06 -0.75 -0.19
H -2.617 -0.688 0.380 1.03 1.65 -0.93
```
Positions in Å, forces in eV/Å.

The energy relative to the best compared isomer or geometry (same formula, charge and spin) comes out at 0.0 kcal per mole. The value obtained for the HOMO-LUMO gap is 9.68 eV.

The following is a DFT calculation (ωB97M-V/def2-TZVPD) of a structure of composition C2H6AlFO at a distorted geometry.

```
11
Properties=species:S:1:pos:R:3:forces:R:3
Al -1.750 -2.356 -0.721 1.24 -1.31 -0.90
F -0.576 -4.606 -2.142 -0.78 1.55 0.97
C -0.326 1.466 0.250 -0.62 1.28 -0.21
C 0.838 0.569 0.214 -0.10 0.48 -0.92
O 0.292 -0.689 0.458 -0.30 -0.24 1.05
H -0.783 1.530 1.238 0.08 -0.20 0.27
H -1.119 1.105 -0.405 -0.72 -0.11 -0.36
H -0.125 2.452 -0.168 0.35 0.16 -0.10
H 1.743 0.851 0.752 0.17 -0.49 0.51
H 1.190 0.551 -0.818 0.39 0.30 -0.97
H 0.616 -0.875 1.342 0.27 -1.42 0.65
```
Positions in Å, forces in eV/Å.

Its net charge is +2. The energy relative to the best compared isomer or geometry (same formula, charge and spin) comes out at 98.6 kcal per mole. The value obtained for the HOMO-LUMO gap is 3.28 eV.

The following is a DFT calculation (ωB97M-V/def2-TZVPD) of a structure of composition C2H6BF4ORbS at a distorted geometry.

```
16
Properties=species:S:1:pos:R:3:forces:R:3
Rb 1.171 1.886 -0.416 0.43 -0.34 0.14
B 3.343 1.027 1.557 2.22 -1.13 2.26
F 2.336 1.774 2.068 -2.78 1.26 0.86
F 2.925 -0.228 1.204 -0.83 -1.03 -0.48
F 3.838 1.684 0.504 0.76 1.55 -3.44
F 4.360 0.981 2.502 0.41 -0.48 0.71
C -2.133 0.599 -0.998 1.09 0.37 0.70
S -1.188 -0.898 -1.558 0.67 -0.54 -1.18
O 0.297 -0.817 -1.253 -1.46 0.84 0.19
C -1.901 -2.096 -0.429 -0.36 0.87 0.64
H -3.186 0.632 -1.276 0.12 -0.56 0.01
H -1.686 1.494 -1.430 0.17 -0.24 -0.62
H -1.985 0.781 0.067 -0.35 -0.43 0.30
H -1.926 -3.147 -0.716 0.25 0.36 -0.55
H -2.904 -1.679 -0.340 -0.25 -0.55 0.37
H -1.361 -1.997 0.513 -0.09 0.05 0.10
```
Positions in Å, forces in eV/Å.

The energy relative to the best compared isomer or geometry (same formula, charge and spin) comes out at 18.5 kcal per mole. The value obtained for the HOMO-LUMO gap is 9.29 eV.